*i*
DFT (the ωB97M-V functional and the def2-TZVPD basis) results for 2 unconnected molecules or ions with the total composition C3H9NO2S.

```
! RIJCOSX wB97M-V def2-TZVPD def2/J DEFGRID3
* xyz -2 1
C -0.576 -0.882 0.456
O -1.965 -0.925 0.634
C -0.075 0.408 -0.202
C 1.459 0.492 -0.077
S 2.242 1.916 -0.939
N -0.534 0.501 -1.606
H -0.061 -0.979 1.424
H -0.247 -1.729 -0.173
H -0.503 1.249 0.357
H 1.862 -0.460 -0.454
H 1.702 0.522 0.989
H 0.129 1.162 -2.030
H -0.331 -0.414 -2.013
H -2.165 -1.723 1.298
H -2.298 -2.386 3.131
O -2.425 -2.806 2.275
*
```

Orbital gap = 6.0 eV
E_LUMO = 0.2169 Eh

*ii*
DFT (the ωB97M-V functional and the def2-TZVPD basis) results for 2 unconnected molecules or ions with the total composition C3H9NO2S.

```
! RIJCOSX wB97M-V def2-TZVPD def2/J DEFGRID3
* xyz -2 1
C 1.328 -0.132 -0.362
C 2.454 0.930 -0.309
S 4.100 0.217 -0.757
N 0.026 0.453 -0.763
C -1.098 -0.372 -0.315
O -1.244 -0.488 1.104
H 1.611 -0.922 -1.056
H 1.335 -0.631 0.616
H 2.453 1.317 0.716
H 2.249 1.780 -0.961
H -0.066 1.270 -0.175
H -0.925 -1.381 -0.714
H -2.043 0.036 -0.674
H -3.987 -1.292 1.263
H -2.262 -0.456 1.229
O -3.931 -0.330 1.160
*
```

Orbital gap = 6.0 eV
E_LUMO = 0.2172 Eh

The most stable arrangement is *i*, and the next structure is 0.282 eV less stable.

*i*
DFT (the ωB97M-V functional and the def2-TZVPD basis) results for 2 unconnected molecules or ions with the total composition C7H14N2O3S.

```
! RIJCOSX wB97M-V def2-TZVPD def2/J DEFGRID3
* xyz 0 1
C 1.813 0.336 0.516
C 1.393 0.091 1.746
C 0.057 -1.081 0.439
C -0.786 -2.123 -0.075
C 1.354 -0.811 -1.714
C -0.369 -1.113 2.791
C -1.399 1.483 0.169
N 1.057 -0.394 -0.340
N 0.308 -0.844 1.707
O -1.416 1.240 -2.412
O -2.031 3.501 -1.607
O 0.240 2.739 -1.608
S -1.272 2.267 -1.442
H 2.629 1.090 0.323
H 1.680 0.126 2.832
H -1.757 -1.683 -0.560
H -1.172 -2.758 0.785
H -0.164 -2.725 -0.757
H 2.107 -0.202 -2.085
H 1.611 -1.918 -1.584
H 0.541 -0.581 -2.416
H -0.960 -2.011 2.751
H 0.145 -0.788 3.668
H -2.464 1.392 0.322
H -0.977 0.529 0.016
H -0.714 2.027 0.871
H 0.547 2.209 -2.334
*
```

Orbital gap (spin up / spin down) = 6.7 / 6.7 eV
E_LUMO (spin up / spin down) = 0.0166 / 0.0166 Eh

*ii*
DFT (the ωB97M-V functional and the def2-TZVPD basis) results for C7H14N2O3S in the gas phase.

```
! RIJCOSX wB97M-V def2-TZVPD def2/J DEFGRID3
* xyz 0 1
C -1.520 -0.838 -0.834
C -0.909 -0.894 -2.239
C -2.078 -2.182 -0.422
C 3.430 0.712 2.576
C 2.568 1.502 1.734
C 1.481 0.868 0.943
C 0.904 1.540 -0.188
H -3.293 -0.420 -1.845
H -3.480 0.411 -0.277
H -0.810 -0.493 -0.074
H -1.218 -2.647 -0.195
H -2.768 -2.259 0.445
H -1.907 -2.628 -2.332
H -1.399 0.821 -2.307
H 4.375 0.361 2.063
H 3.752 1.037 3.576
H 2.829 -0.196 2.742
H 2.824 2.493 1.202
H 0.772 2.376 2.283
H 1.333 -0.261 0.863
H 0.456 2.675 -0.017
N -2.714 0.091 -1.076
N 1.248 1.520 2.306
O -0.516 -1.954 -2.775
O -2.601 -2.622 -1.633
O -1.025 0.194 -3.025
S 0.264 0.793 -1.493
*
```

Orbital gap = 8.0 eV
E_LUMO = -0.0320 Eh

The most stable arrangement is *i*, and the next structure is 3.048 eV less stable.

*i*
DFT (the ωB97M-V functional and the def2-TZVPD basis) results for 2 unconnected molecules or ions with the total composition C4H9O.

```
! RIJCOSX wB97M-V def2-TZVPD def2/J DEFGRID3
* xyz -1 1
C -0.547 0.457 2.475
O -0.316 -0.685 1.749
H -1.241 0.291 3.331
H 0.386 0.826 2.997
H -0.945 1.240 1.811
C 1.016 -1.054 -1.057
C 0.390 0.157 -1.722
C -0.880 0.532 -1.608
H 0.745 -1.234 -0.010
H 0.994 -1.944 -1.689
H 2.079 -0.790 -1.039
H 1.083 0.776 -2.288
H -1.199 1.528 -1.893
H -1.565 -0.101 -1.058
*
```

Orbital gap = 6.2 eV
E_LUMO = 0.1574 Eh

*ii*
DFT (the ωB97M-V functional and the def2-TZVPD basis) results for 2 unconnected molecules or ions with the total composition C4H9O.

```
! RIJCOSX wB97M-V def2-TZVPD def2/J DEFGRID3
* xyz -1 1
C -0.191 1.987 0.443
O 0.919 2.624 0.728
C -0.398 1.299 -0.952
C -0.226 0.479 0.319
C -1.446 -0.299 0.736
H -1.146 2.414 0.813
H 3.663 -4.982 -0.976
H 0.418 1.388 -1.662
H -1.416 1.289 -1.325
H 4.390 -4.856 -1.075
H 0.760 0.080 0.484
H -2.309 0.365 0.642
H -1.409 -0.647 1.763
H -1.609 -1.140 0.061
*
```

Orbital gap = 5.9 eV
E_LUMO = 0.1546 Eh

*iii*
DFT (the ωB97M-V functional and the def2-TZVPD basis) results for 2 unconnected molecules or ions with the total composition C4H9O.

```
! RIJCOSX wB97M-V def2-TZVPD def2/J DEFGRID3
* xyz -1 1
C 0.607 -0.620 -0.298
O 1.814 -0.328 -0.615
C -0.634 -0.958 -1.255
C -0.649 0.358 -0.506
C -1.429 0.586 0.763
H 0.379 -1.095 0.684
H 2.848 3.592 6.175
H -0.404 -0.727 -2.297
H -1.464 -1.674 -1.190
H 2.336 3.057 6.235
H -0.496 1.226 -1.142
H -2.275 1.239 0.503
H -1.753 -0.372 1.189
H -0.837 0.974 1.602
*
```

Orbital gap = 5.9 eV
E_LUMO = 0.1560 Eh

The most stable arrangement is *i*, and the next structure is 0.302 eV less stable.

*i*
DFT (the ωB97M-V functional and the def2-TZVPD basis) results for C3H8N2S2 in the gas phase.

```
! RIJCOSX wB97M-V def2-TZVPD def2/J DEFGRID3
* xyz 0 1
C -0.913 2.040 0.040
N -0.515 0.573 0.195
S -1.236 -0.256 1.567
C 0.261 -0.010 -0.758
S 0.931 0.870 -1.971
C 0.615 -1.476 -0.500
N 1.664 -1.675 0.514
H -1.488 2.341 0.921
H -0.003 2.606 -0.069
H -1.535 2.118 -0.876
H -2.322 -0.747 0.944
H 1.064 -1.848 -1.414
H -0.283 -2.077 -0.348
H 1.342 -1.453 1.434
H 2.420 -1.007 0.321
*
```

Orbital gap = 8.8 eV
SMILES = CN(S)C(=S)CN
E_LUMO = 0.0140 Eh

*ii*
DFT (the ωB97M-V functional and the def2-TZVPD basis) results for C3H8N2S2 in the gas phase.

```
! RIJCOSX wB97M-V def2-TZVPD def2/J DEFGRID3
* xyz 0 1
H 3.786 -1.179 0.684
N 2.877 -1.309 0.284
C 2.440 -0.218 -0.174
N 1.316 -0.159 -1.037
S 0.251 1.119 -0.839
C -0.846 0.922 0.627
C -2.239 0.304 0.310
S -1.973 -1.296 -0.521
H 2.675 0.905 -0.017
H 0.820 -1.081 -0.901
H -0.400 0.022 1.272
H -0.846 1.917 1.221
H -2.950 0.883 -0.341
H -2.753 -0.136 1.203
H -2.158 -0.694 -1.773
*
```

Orbital gap = 9.7 eV
SMILES = [H]/N=C/NSCCS
E_LUMO = 0.0237 Eh

The most stable arrangement is *i*, and the next structure is 0.785 eV less stable.